Model 1:
Molecular formula: FH14O7
Method: DFT, wB97M-V/def2-TZVPD

Properties
- total charge = -1
- LUMO energy (eV) = 3.18
- frontier orbital gap (eV) = 10.49
- highest occupied orbital energy (eV) = -7.31

Structure (XYZ):
```
22
Properties=species:S:1:pos:R:3:mulliken_charge:R:1
F 5.620 5.079 5.971 -0.687
O 7.411 6.985 6.508 -0.662
H 6.818 6.259 6.314 0.328
H 8.276 6.662 6.259 0.323
O 3.999 3.384 7.620 -0.663
H 4.520 3.987 7.090 0.329
H 4.582 2.641 7.779 0.272
O 6.172 3.161 4.127 -0.600
H 6.109 3.860 4.778 0.223
H 5.981 2.360 4.616 0.308
O 3.671 5.230 3.706 -0.653
H 4.174 4.905 4.453 0.363
H 2.759 5.181 3.993 0.281
O 4.239 7.008 7.391 -0.684
H 4.728 6.420 6.815 0.337
H 4.127 6.512 8.201 0.296
O 7.136 5.947 3.366 -0.658
H 6.503 5.607 2.734 0.336
H 6.722 5.810 4.218 0.280
O 7.377 2.982 7.130 -0.651
H 6.990 3.679 6.601 0.318
H 6.677 2.336 7.226 0.266
```

Model 2:
Molecular formula: FH14O7
Method: DFT, wB97M-V/def2-TZVPD

Properties
- total charge = -1
- LUMO energy (eV) = 3.54
- frontier orbital gap (eV) = 10.78
- highest occupied orbital energy (eV) = -7.24

Structure (XYZ):
```
22
Properties=species:S:1:pos:R:3:mulliken_charge:R:1
F 0.162 -0.129 -0.077 -0.749
O -1.904 -1.974 -0.351 -0.675
H -1.229 -1.316 -0.088 0.322
H -2.307 -1.589 -1.134 0.307
O -1.455 0.481 2.226 -0.657
H -1.721 -0.341 2.649 0.319
H -1.030 0.195 1.395 0.323
O 1.558 1.650 1.745 -0.656
H 1.389 2.471 1.276 0.310
H 1.179 0.961 1.166 0.345
O -1.521 2.124 -0.643 -0.661
H -0.882 1.486 -0.278 0.326
H -1.458 2.886 -0.060 0.308
O 0.615 -1.964 1.992 -0.649
H 0.415 -1.450 1.183 0.328
H 1.374 -2.502 1.753 0.272
O -0.035 -0.561 -2.859 -0.683
H 0.339 -1.437 -2.728 0.352
H 0.053 -0.133 -1.987 0.228
O 2.431 0.637 -1.611 -0.662
H 1.625 0.365 -1.135 0.318
H 2.402 0.141 -2.433 0.336
```

Least stable = model 1